[1]
{"formula": "C6H10Cl2", "method": "wB97M-V/def2-TZVPD", "species": ["C", "C", "C", "C", "Cl", "C", "C", "Cl", "H", "H", "H", "H", "H", "H", "H", "H", "H", "H"], "xyz": [[-0.751, 2.174, -0.086], [-0.611, 0.870, 0.700], [-0.417, -0.382, -0.154], [-1.381, -0.984, -0.757], [-2.993, -0.447, -0.654], [0.981, -0.821, -0.544], [1.688, -1.539, 0.584], [1.955, 0.542, -1.125], [-0.936, 2.929, 0.722], [0.016, 2.572, -0.686], [-1.600, 2.112, -0.719], [-1.551, 0.782, 1.259], [0.207, 0.759, 1.487], [-1.211, -1.790, -1.466], [0.913, -1.620, -1.323], [2.527, -2.108, 0.238], [1.108, -2.169, 1.198], [2.057, -0.880, 1.328]], "forces_ev_per_angstrom": [[-0.327, 0.700, 2.463], [1.115, -1.600, 0.656], [1.831, 2.099, 0.234], [-1.164, -1.236, -1.452], [-1.028, -0.085, 0.090], [-0.685, -1.870, 0.481], [0.841, 0.651, 0.169], [0.211, -0.008, -0.250], [-0.119, -0.241, -0.902], [1.434, -0.142, -0.489], [-1.025, -0.067, -0.403], [0.215, -0.227, -0.101], [-0.792, 1.023, -0.952], [-0.225, 0.065, 0.154], [-0.066, 1.151, 0.086], [0.527, -0.277, -0.364], [-1.385, -1.092, 0.062], [0.641, 1.157, 0.518]], "mulliken_charge": [-0.9096, -0.8528, 0.2166, -0.2197, -0.1865, 0.2861, -1.5239, -0.1943, 0.2844, 0.3591, 0.3139, 0.4086, 0.2411, 0.3177, 0.2948, 0.3793, 0.3821, 0.4030], "charge": 0, "homo_lumo_gap_ev": 10.29, "lumo_energy_ev": 0.83, "smiles": "CC/C(=C\\Cl)[C@H](C)Cl", "homo_ev": -9.456}



[2]
{"formula": "C6H10ClF", "method": "wB97M-V/def2-TZVPD", "species": ["C", "C", "C", "C", "C", "C", "F", "Cl", "H", "H", "H", "H", "H", "H", "H", "H", "H", "H"], "xyz": [[3.388, 0.871, 0.018], [2.129, -0.087, -0.050], [2.516, -1.491, 0.263], [0.975, 0.461, -0.291], [-0.268, -0.267, -0.580], [-1.356, 0.248, 0.375], [-1.595, 1.604, 0.185], [-2.822, -0.622, -0.012], [4.058, 0.493, -0.787], [3.191, 1.907, -0.043], [3.876, 0.686, 0.982], [1.647, -2.175, 0.068], [3.350, -1.871, -0.308], [2.777, -1.597, 1.266], [0.939, 1.548, -0.379], [-0.602, 0.050, -1.547], [-0.126, -1.371, -0.518], [-1.077, 0.065, 1.407]], "forces_ev_per_angstrom": [[-0.427, -2.925, 0.164], [3.651, 1.595, 0.761], [-2.240, -0.916, -1.971], [-0.539, 0.551, -0.546], [-0.470, 0.299, 1.040], [0.501, -0.425, -0.633], [0.364, -0.701, 0.135], [-0.887, -0.246, 0.193], [-0.169, 0.649, 0.509], [-0.413, 0.988, -0.409], [0.179, 0.035, -0.182], [0.853, 0.372, 0.253], [0.266, 0.143, -0.387], [0.417, -0.034, 1.883], [-0.081, -0.249, -0.103], [-0.288, -0.278, -0.857], [-0.477, 0.919, -0.032], [-0.240, 0.226, 0.184]], "mulliken_charge": [-1.3098, 0.9458, -1.3202, -0.5120, -0.7364, 0.1439, -0.2496, -0.1841, 0.3092, 0.3651, 0.3136, 0.3013, 0.3491, 0.3392, 0.2858, 0.3287, 0.3177, 0.3129], "charge": 0, "homo_lumo_gap_ev": 10.29, "lumo_energy_ev": 0.89, "smiles": "CC(C)=CC[C@@H](F)Cl", "homo_ev": -9.399}



[3]
{"formula": "C6H10ClN", "method": "wB97M-V/def2-TZVPD", "species": ["C", "C", "C", "C", "C", "C", "N", "Cl", "H", "H", "H", "H", "H", "H", "H", "H", "H", "H"], "xyz": [[0.374, 1.067, 0.964], [1.145, -0.200, 0.591], [0.466, -2.118, -0.601], [-0.211, 1.570, -0.380], [0.076, -1.260, 0.346], [-2.104, -0.094, -0.806], [-0.931, 0.465, -1.098], [-2.844, 0.441, 0.711], [-0.482, 0.788, 1.525], [1.020, 1.929, 1.410], [1.889, 0.036, -0.283], [1.747, -0.435, 1.451], [1.225, -1.866, -1.287], [0.151, -3.158, -0.728], [-0.961, 2.276, -0.027], [0.638, 2.017, -0.997], [-0.609, -1.496, 1.072], [-0.589, 0.038, -1.864]], "forces_ev_per_angstrom": [[1.927, 1.405, -1.794], [-0.396, 1.931, -0.047], [-1.211, -1.573, 0.830], [0.625, 0.106, 0.507], [5.361, -1.620, -2.197], [0.596, 0.173, -0.688], [-3.316, 2.875, 3.870], [0.186, 0.396, -0.248], [-0.297, 0.123, 1.214], [-1.283, -1.576, -0.532], [-1.532, -0.822, 1.370], [0.381, -0.723, 0.302], [1.042, 0.465, -0.570], [-0.675, 0.509, 0.034], [-0.077, 0.493, -0.983], [-1.542, -0.573, 0.474], [-1.677, -0.287, 1.587], [1.888, -1.302, -3.131]], "mulliken_charge": [-0.5428, -0.3988, -0.9160, -0.8833, -0.3008, -0.1608, 0.0417, -0.1405, 0.3260, 0.3036, 0.2284, 0.3553, 0.2650, 0.2693, 0.3415, 0.4145, 0.5308, 0.2668], "charge": 0, "homo_lumo_gap_ev": 9.32, "lumo_energy_ev": 0.82, "homo_ev": -8.507}



[4]
{"formula": "C6H10ClN2S", "method": "wB97M-V/def2-TZVPD", "species": ["C", "C", "Cl", "C", "N", "C", "N", "C", "C", "S", "H", "H", "H", "H", "H", "H", "H", "H", "H", "H"], "xyz": [[2.149, 0.682, 0.111], [1.860, -0.857, 0.234], [1.913, -1.240, 2.026], [0.481, -1.322, -0.375], [-0.536, -0.247, -0.415], [-0.704, 0.657, -1.418], [-1.718, 1.458, -0.994], [-2.240, 1.094, 0.241], [-1.452, -0.056, 0.623], [-1.692, -0.931, 2.178], [1.276, 1.319, 0.406], [2.981, 0.970, 0.806], [2.415, 0.934, -0.953], [2.663, -1.386, -0.331], [0.572, -1.774, -1.399], [0.104, -2.158, 0.275], [-0.072, 0.685, -2.323], [-2.053, 2.251, -1.540], [-3.067, 1.534, 0.828], [-2.881, -1.613, 2.019]], "forces_ev_per_angstrom": [[-0.076, 0.014, -0.135], [-0.052, 1.119, -0.354], [-0.020, -0.090, -1.093], [0.488, -0.951, 0.117], [-0.196, -0.629, 0.090], [-0.612, -0.604, 2.364], [-0.162, 0.354, -0.515], [2.450, -2.752, 0.225], [-2.467, 2.512, -0.686], [0.363, -0.117, -0.500], [0.641, -0.670, -0.151], [-0.641, -0.390, -0.899], [-0.110, -0.182, 1.002], [-0.556, 0.075, 0.959], [0.118, 0.766, 0.843], [0.082, 0.978, -0.616], [-0.764, 0.270, 0.694], [0.104, -0.318, 0.180], [0.732, -0.027, -0.923], [0.678, 0.641, -0.601]], "mulliken_charge": [-1.1699, 0.3827, -0.1519, -1.1142, 0.1363, -0.0701, -0.0705, -0.3063, 0.1267, -0.1564, 0.2302, 0.3949, 0.2979, 0.3296, 0.4270, 0.4264, 0.4063, 0.2332, 0.4303, 0.2176], "charge": 1, "homo_lumo_gap_ev": 10.02, "lumo_energy_ev": -3.46, "smiles": "C[C@@H](Cl)Cn1c[nH+]cc1S", "homo_ev": -13.477}



[5]
{"formula": "C6H10ClNO", "method": "wB97M-V/def2-TZVPD", "species": ["C", "C", "C", "C", "C", "C", "N", "O", "Cl", "H", "H", "H", "H", "H", "H", "H", "H", "H", "H"], "xyz": [[0.196, -0.707, -1.435], [-1.486, -1.280, 1.180], [-1.002, -0.031, 1.923], [-1.795, -0.503, -0.069], [0.957, 0.126, -2.497], [0.386, 0.413, 1.707], [-0.874, -0.033, -1.003], [0.620, -1.778, -1.094], [-3.288, 0.290, -0.251], [-0.860, -2.111, 0.967], [-2.262, -1.793, 1.721], [-1.515, 0.830, 2.299], [1.500, -0.475, -3.191], [0.405, 0.800, -2.954], [1.894, 0.619, -1.940], [0.549, 1.208, 2.285], [0.489, 0.735, 0.628], [0.934, -0.511, 1.922], [-1.189, 0.714, -1.594]], "forces_ev_per_angstrom": [[2.526, 0.671, -2.541], [-0.575, 1.374, 0.639], [0.409, -0.681, -2.138], [0.336, 0.441, 1.823], [4.600, -2.242, 4.182], [-0.973, -3.792, -3.013], [-1.391, -0.599, 1.049], [-0.419, -0.731, 0.928], [-1.026, 0.229, -0.014], [1.680, -0.088, 0.025], [-1.206, 0.342, -0.432], [-1.758, -0.531, 0.078], [-0.160, -0.841, -0.577], [-2.515, 3.429, -2.149], [-2.263, -0.606, -0.943], [1.273, 2.953, 2.433], [0.435, -0.331, 0.750], [1.075, 0.700, -0.246], [-0.050, 0.304, 0.147]], "mulliken_charge": [0.7191, -0.3509, -0.3256, 0.0746, -1.2433, -0.9196, -0.1958, -0.5809, -0.2113, 0.3048, 0.3527, 0.3089, 0.3778, 0.4471, 0.2195, 0.4924, 0.0518, 0.2581, 0.2208], "charge": 0, "homo_lumo_gap_ev": [7.93, 7.84], "lumo_energy_ev": [0.54, 0.67], "homo_ev": [-7.390, -7.162]}



[6]
{"formula": "C6H10ClNO3", "method": "wB97M-V/def2-TZVPD", "species": ["N", "C", "C", "C", "C", "Cl", "C", "O", "C", "O", "O", "H", "H", "H", "H", "H", "H", "H", "H", "H", "H"], "xyz": [[1.382, 1.364, 1.503], [0.939, 0.211, 0.622], [-0.542, -0.443, 0.800], [-1.402, -0.684, -0.566], [-2.660, 0.409, -0.640], [-2.129, 1.971, -1.510], [1.558, 0.558, -0.850], [2.481, -0.576, -1.188], [2.141, -1.644, -0.207], [2.113, -2.980, -0.366], [1.860, -0.885, 1.021], [1.122, 2.297, 1.100], [0.916, 1.212, 2.433], [-0.450, -1.461, 1.368], [-1.170, 0.279, 1.511], [-1.940, -1.744, -0.442], [-0.788, -0.755, -1.557], [-3.020, 0.737, 0.450], [-3.634, -0.070, -1.139], [0.859, 0.804, -1.755], [2.363, 1.400, -0.588]], "forces_ev_per_angstrom": [[-2.044, -1.164, -0.143], [1.448, 0.059, -0.325], [-0.612, 0.699, 0.304], [-1.592, -0.477, 0.698], [-0.510, -1.176, 0.809], [-0.510, -1.345, 0.672], [1.750, 0.894, 0.606], [-2.843, -2.682, 2.129], [0.102, -3.401, -0.231], [0.472, 9.616, 1.070], [-0.368, -2.091, -3.082], [0.012, -1.379, 0.566], [0.612, 0.655, -1.196], [0.127, 2.030, -1.138], [1.333, -1.517, -1.573], [1.180, 2.290, -0.305], [-1.152, 0.410, 1.939], [1.077, -0.729, -2.431], [2.414, 1.302, 0.645], [1.295, -0.581, 1.958], [-2.193, -1.414, -0.971]], "mulliken_charge": [-0.7518, 1.0712, -0.8467, -0.4842, -0.5007, -0.2190, -0.6493, -0.3038, 0.5885, -0.5171, -0.4179, 0.2661, 0.3102, 0.3356, 0.2835, 0.3035, 0.3332, 0.2789, 0.3331, 0.1976, 0.3893], "charge": 0, "homo_lumo_gap_ev": 11.07, "lumo_energy_ev": 0.59, "smiles": "N[C@@]1(CCCCl)COC(=O)O1", "homo_ev": -10.487}



Repeat the second record exactly.
{"formula": "C6H10ClF", "method": "wB97M-V/def2-TZVPD", "species": ["C", "C", "C", "C", "C", "C", "F", "Cl", "H", "H", "H", "H", "H", "H", "H", "H", "H", "H"], "xyz": [[3.388, 0.871, 0.018], [2.129, -0.087, -0.050], [2.516, -1.491, 0.263], [0.975, 0.461, -0.291], [-0.268, -0.267, -0.580], [-1.356, 0.248, 0.375], [-1.595, 1.604, 0.185], [-2.822, -0.622, -0.012], [4.058, 0.493, -0.787], [3.191, 1.907, -0.043], [3.876, 0.686, 0.982], [1.647, -2.175, 0.068], [3.350, -1.871, -0.308], [2.777, -1.597, 1.266], [0.939, 1.548, -0.379], [-0.602, 0.050, -1.547], [-0.126, -1.371, -0.518], [-1.077, 0.065, 1.407]], "forces_ev_per_angstrom": [[-0.427, -2.925, 0.164], [3.651, 1.595, 0.761], [-2.240, -0.916, -1.971], [-0.539, 0.551, -0.546], [-0.470, 0.299, 1.040], [0.501, -0.425, -0.633], [0.364, -0.701, 0.135], [-0.887, -0.246, 0.193], [-0.169, 0.649, 0.509], [-0.413, 0.988, -0.409], [0.179, 0.035, -0.182], [0.853, 0.372, 0.253], [0.266, 0.143, -0.387], [0.417, -0.034, 1.883], [-0.081, -0.249, -0.103], [-0.288, -0.278, -0.857], [-0.477, 0.919, -0.032], [-0.240, 0.226, 0.184]], "mulliken_charge": [-1.3098, 0.9458, -1.3202, -0.5120, -0.7364, 0.1439, -0.2496, -0.1841, 0.3092, 0.3651, 0.3136, 0.3013, 0.3491, 0.3392, 0.2858, 0.3287, 0.3177, 0.3129], "charge": 0, "homo_lumo_gap_ev": 10.29, "lumo_energy_ev": 0.89, "smiles": "CC(C)=CC[C@@H](F)Cl", "homo_ev": -9.399}